Below is the molecule C4H9NO2, with properties calculated with ωB97M-V/def2-TZVPD.

Geometry as XYZ:
```
16
Properties=species:S:1:pos:R:3:lowdin_charge:R:1
C -0.2171 0.5728 2.1809 -0.13
N 0.6729 0.9253 1.0642 -0.15
C 0.0889 0.8316 -0.2690 -0.24
C -0.1282 -0.6365 -0.6054 -0.13
C -0.1857 -0.8671 -2.0957 -0.50
O -0.7911 -0.0476 -2.7669 0.09
O 0.4378 -1.9720 -2.5916 0.11
H -1.1656 1.1042 2.1301 0.07
H 0.3201 0.7547 3.1364 0.09
H -0.4273 -0.4975 2.1457 0.07
H 1.0431 1.8621 1.2104 0.10
H -0.8616 1.3990 -0.3412 0.13
H 0.7756 1.2338 -1.0371 0.13
H -1.0604 -0.9801 -0.1748 0.12
H 0.7169 -1.2460 -0.1717 0.14
H 0.7818 -2.4367 -1.8143 0.10
```

Summary:
SMILES string: CNCCC(=O)O
Electronic energy in eV: -9878.851
Energy relative to the best compared isomer or geometry (same formula, charge and spin) in kcal per mole: 27.9
HOMO in eV: -9.116
2S+1: 1